(1)
{"formula": "C17H32CrNOP", "method": "the ωB97M-V functional and the def2-TZVPD basis", "symbols": ["C", "C", "C", "C", "C", "C", "C", "C", "N", "Cr", "C", "P", "H", "H", "H", "H", "H", "H", "H", "H", "C", "C", "H", "C", "C", "H", "H", "H", "H", "H", "H", "H", "H", "H", "H", "H", "H", "H", "H", "C", "C", "C", "C", "O", "H", "H", "H", "H", "H", "H", "H", "H", "H"], "xyz": [[-1.38705, -3.94047, -0.74355], [-1.38484, -2.80884, -1.57640], [-0.74762, -1.58626, -1.23875], [-0.09131, -1.50237, 0.00904], [-0.18877, -2.61306, 0.86060], [-0.76202, -3.82860, 0.49806], [-0.71960, -0.48732, -2.28374], [-1.89545, 0.50685, -2.64581], [-2.73115, 1.10659, -1.63461], [1.42310, -0.16473, 0.84132], [0.30138, -2.57563, 2.29437], [0.12122, -0.79850, 2.82819], [-1.83265, -2.87709, -2.56550], [-0.75608, -4.62921, 1.24497], [-1.83081, -4.88943, -1.05218], [1.35029, -2.88052, 2.44359], [-0.35010, -3.14140, 2.97559], [0.17656, 0.13821, -2.08372], [-0.53739, -1.01979, -3.24235], [-1.42692, 1.36950, -3.18052], [0.76237, -0.70686, 4.50124], [-1.69616, -0.59312, 2.86001], [-2.57510, 0.03638, -3.38987], [-3.42418, 0.23244, -0.72440], [-2.26049, 2.35025, -1.06426], [1.41438, 1.40604, 1.84519], [-4.50566, 0.32865, -0.87344], [-3.14261, -0.81351, -0.85066], [-3.22735, 0.54591, 0.30982], [-2.80754, 3.19565, -1.48695], [-2.45294, 2.36188, 0.00898], [-1.19802, 2.51109, -1.25789], [-2.15292, -1.10546, 3.73079], [-1.89083, 0.49455, 2.91754], [-2.16001, -0.96353, 1.93145], [0.25842, -1.41316, 5.16877], [1.83698, -0.90101, 4.49137], [0.60026, 0.31547, 4.85066], [0.90160, 1.52703, 1.29082], [2.08874, 3.17416, -1.01624], [2.64378, 1.73186, -1.06405], [3.14004, 1.37772, -2.47690], [3.76481, 1.60459, -0.00364], [1.63991, 0.78983, -0.79131], [2.87539, 3.94651, -1.12607], [1.60291, 3.35048, -0.05281], [1.33855, 3.33117, -1.80290], [4.04657, 1.94933, -2.75028], [3.36491, 0.30476, -2.53532], [2.34250, 1.55695, -3.22239], [3.37856, 1.92194, 0.98388], [4.10409, 0.55303, 0.05233], [4.65822, 2.22106, -0.20207]], "forces_ev_per_angstrom": [[0.4, 0.5, 0.0], [0.2, 0.0, 0.1], [-0.5, -0.9, 0.3], [0.7, 0.3, 0.5], [-0.1, -1.0, 0.1], [-0.6, 0.1, -0.2], [0.8, 0.5, -0.7], [-0.1, -0.1, -0.5], [0.6, 0.0, 0.2], [-1.7, -0.1, -1.5], [-0.1, 1.1, 0.9], [0.5, -1.4, -1.4], [-0.1, 0.0, 0.1], [-0.1, 0.0, -0.5], [0.1, 0.4, 0.0], [-0.3, 0.0, -0.1], [0.3, -0.3, -0.3], [-0.6, -0.5, 0.0], [0.0, 0.4, 0.3], [-0.2, -0.8, 0.2], [-0.4, 0.0, 0.6], [-0.2, 0.5, 0.4], [0.4, 0.0, 0.3], [-0.4, 0.2, 0.1], [-0.2, 0.0, -0.2], [0.0, 0.7, 0.4], [-0.1, -0.2, 0.1], [0.0, 0.1, 0.0], [0.0, -0.3, 0.0], [0.0, 0.2, 0.0], [0.2, 0.1, 0.1], [0.1, 0.0, 0.2], [0.3, 0.3, -0.4], [-0.1, -0.5, 0.1], [0.5, 0.1, 0.3], [0.1, 0.1, 0.1], [-0.1, 0.0, 0.0], [0.1, -0.1, 0.2], [0.2, 0.7, 0.1], [0.1, 0.0, -0.1], [0.2, -0.1, -0.2], [0.3, 0.3, -0.2], [0.2, 0.0, 0.0], [0.2, 0.2, 0.4], [-0.3, -0.5, 0.0], [0.0, 0.0, 0.0], [0.2, -0.1, 0.2], [-0.4, -0.2, 0.0], [0.1, 0.2, 0.2], [0.3, 0.1, 0.4], [0.2, -0.2, -0.3], [-0.1, 0.3, 0.0], [-0.4, -0.1, -0.1]], "multiplicity": 5, "gap_ev": [7.2, 6.9], "mol_weight_g_mol": 349.42, "homo_ev": [-7.19, -7.22], "e_tot_ha": -2182.6380, "lumo_energy_ha": [0.001, -0.013], "s2": 6.038}

=====

(2)
{"formula": "C17H32MoNP", "method": "the ωB97M-V functional and the def2-TZVPD basis", "symbols": ["C", "C", "C", "C", "C", "C", "C", "C", "N", "Mo", "C", "P", "H", "H", "H", "H", "H", "H", "H", "H", "C", "C", "H", "C", "C", "H", "H", "H", "H", "H", "H", "H", "H", "H", "H", "H", "H", "H", "H", "C", "C", "C", "C", "H", "H", "H", "H", "H", "H", "H", "H", "H"], "xyz": [[4.13254, -1.86363, -1.99635], [3.90606, -2.04637, -0.63550], [2.75443, -1.53444, -0.03669], [1.81527, -0.86854, -0.84016], [2.02728, -0.71883, -2.22690], [3.18417, -1.23865, -2.81315], [2.51316, -1.78096, 1.43445], [2.30935, -0.55625, 2.33480], [1.59886, 0.58424, 1.67594], [0.01108, -0.05158, 0.15752], [0.99725, 0.03453, -3.03272], [0.29482, 1.32089, -1.87704], [4.61564, -2.59667, -0.00094], [3.32254, -1.15143, -3.89739], [5.04956, -2.24127, -2.43487], [0.14578, -0.59291, -3.34873], [1.40526, 0.56683, -3.90659], [1.66886, -2.47578, 1.56230], [3.39949, -2.29914, 1.82418], [1.75166, -0.84137, 3.23994], [-1.06872, 2.09018, -2.74766], [1.62294, 2.54471, -2.14165], [3.28513, -0.16082, 2.66050], [2.60670, 1.47598, 1.05250], [0.88676, 1.41466, 2.67953], [-1.21978, -0.26711, -0.91919], [3.27664, 1.82697, 1.85262], [3.17920, 0.92870, 0.30084], [2.08874, 2.32259, 0.58875], [1.63993, 1.91109, 3.30901], [0.27812, 2.16704, 2.15998], [0.22705, 0.80043, 3.30408], [1.59544, 2.80735, -3.21108], [1.40624, 3.42663, -1.52637], [2.61637, 2.14266, -1.89479], [-0.70441, 2.49991, -3.69637], [-1.85854, 1.34923, -2.90637], [-1.43714, 2.88400, -2.08710], [-1.20897, 1.07233, 0.05535], [-2.72220, -0.26280, 2.76404], [-2.36933, -1.45358, 1.86554], [-3.23694, -1.52138, 0.61485], [-0.87917, -1.46672, 1.51701], [-2.56116, 0.67689, 2.22618], [-2.10765, -0.25896, 3.67225], [-3.77141, -0.30098, 3.07673], [-2.57150, -2.36169, 2.45290], [-3.10609, -0.60263, 0.03577], [-2.94891, -2.37156, -0.01057], [-4.29633, -1.62440, 0.86822], [-0.28310, -1.51758, 2.43831], [-0.63866, -2.37155, 0.92979]], "forces_ev_per_angstrom": [[-0.3, 0.2, -1.5], [0.0, 0.0, 0.7], [-0.8, 0.6, 0.2], [-0.8, 0.5, 0.4], [-0.5, 0.3, -0.7], [0.9, -0.7, 0.1], [0.3, -0.4, 0.2], [0.1, 0.4, 0.1], [-0.1, 0.2, 0.0], [2.8, -2.0, 2.4], [0.1, 0.0, 0.3], [0.2, -0.3, -1.6], [-0.3, 0.2, -0.5], [0.2, 0.0, 0.5], [-0.1, 0.0, 0.0], [0.3, 0.0, 0.2], [0.0, -0.4, 0.2], [0.2, 0.1, -0.1], [-0.3, 0.0, 0.0], [0.2, 0.1, -0.4], [-0.3, -0.1, 0.4], [0.1, 0.2, 0.8], [-0.3, -0.2, 0.0], [0.2, 0.0, 0.0], [-0.1, 0.0, 0.3], [-0.6, -0.2, -0.7], [-0.1, 0.1, -0.4], [0.0, 0.2, 0.2], [0.2, -0.1, 0.1], [-0.4, 0.0, 0.0], [0.2, -0.1, 0.2], [0.2, 0.1, -0.2], [0.0, 0.0, 0.4], [0.3, 0.0, -0.3], [-0.3, 0.2, 0.0], [-0.2, 0.0, 0.2], [0.0, 0.2, 0.0], [-0.1, 0.0, -0.4], [0.4, 0.5, -0.5], [0.1, -0.1, 0.1], [0.1, 0.2, -0.1], [-0.1, 0.0, 0.0], [-2.0, -0.4, 0.2], [0.0, 0.0, 0.0], [-0.1, 0.0, -0.1], [0.2, 0.0, -0.1], [0.2, -0.1, 0.0], [-0.2, -0.1, 0.0], [-0.1, 0.1, 0.0], [0.2, 0.0, 0.0], [0.4, 0.6, -0.2], [0.2, 0.1, -0.6]], "multiplicity": 3, "gap_ev": [6.9, 3.8], "mol_weight_g_mol": 377.36, "homo_ev": [-15.63, -15.20], "e_tot_ha": -1130.4604, "lumo_energy_ha": [-0.323, -0.418], "s2": 2.034, "charge": 2}

=====

(3)
{"formula": "C17H32N2O3P", "method": "the ωB97M-V functional and the def2-TZVPD basis", "symbols": ["C", "C", "P", "C", "C", "C", "C", "C", "N", "C", "O", "O", "C", "O", "H", "H", "H", "H", "H", "H", "H", "H", "H", "H", "H", "H", "H", "H", "C", "C", "C", "N", "C", "C", "C", "C", "C", "H", "H", "H", "H", "H", "H", "H", "H", "H", "H", "H", "H", "H", "H", "H", "H", "H", "H"], "xyz": [[4.21848, 2.17958, -2.35161], [3.76876, 1.05410, -3.50645], [1.84166, 0.67905, -3.41377], [1.48494, -0.59553, -4.78276], [1.20189, 2.44267, -3.77244], [0.23934, 3.15257, -2.87045], [-0.63333, 2.72651, -1.55866], [-1.16216, 1.14452, -1.63591], [-2.02577, 0.84215, -2.81293], [0.38004, 4.67407, -3.43829], [-0.03027, 5.70424, -2.77614], [1.39693, 4.86984, -4.50250], [1.45833, 3.49916, -5.01646], [1.37457, 3.05646, -6.26343], [3.31029, 2.17950, -1.57850], [4.38801, 3.26264, -2.81751], [5.17434, 1.82062, -1.73394], [4.07191, 1.47734, -4.57697], [4.41436, 0.11424, -3.26747], [1.67965, -0.17798, -5.85538], [2.18953, -1.51437, -4.55320], [0.33800, -0.90364, -4.62818], [-0.21402, 3.03333, -0.52563], [-1.66476, 3.31605, -1.66835], [-1.83112, 0.97027, -0.66255], [-0.27860, 0.38774, -1.52800], [-2.74114, 1.56624, -3.03353], [-1.53913, 0.46752, -3.64370], [-3.27771, -3.74932, 4.62188], [-2.33906, -3.73578, 3.42468], [-1.00362, -3.02388, 3.66785], [-1.01042, -1.50193, 3.40496], [-2.06477, -0.78814, 4.23129], [0.38195, -0.93068, 3.76550], [1.16881, -1.03142, 2.47944], [0.15955, -0.63755, 1.42529], [-1.17590, -1.19089, 1.90035], [-3.78696, -2.79452, 4.76594], [-4.06038, -4.50326, 4.47274], [-2.74686, -3.99940, 5.54757], [-2.86337, -3.34833, 2.54643], [-2.10265, -4.78435, 3.20208], [-0.24629, -3.44353, 2.99505], [-0.66231, -3.17462, 4.69859], [-1.96935, -1.11348, 5.26977], [-3.04806, -1.02498, 3.81935], [-1.90391, 0.29267, 4.15411], [0.25606, 0.11774, 4.05830], [0.80998, -1.49637, 4.59840], [1.52167, -2.05525, 2.31494], [2.04138, -0.37185, 2.48038], [0.42834, -1.02163, 0.43669], [0.10021, 0.45521, 1.34635], [-1.43609, -2.11364, 1.37351], [-1.98097, -0.45971, 1.77327]], "forces_ev_per_angstrom": [[-0.8, -0.4, 0.4], [1.3, 1.1, -0.3], [1.5, 0.5, 0.1], [-0.5, 0.0, -0.6], [-3.1, 2.9, 1.6], [3.6, -0.7, -3.3], [-1.7, 0.0, -1.5], [0.0, 0.3, 1.2], [0.6, 0.2, 0.5], [-0.4, 4.3, 4.9], [1.9, -5.6, -4.1], [-2.6, -3.9, 0.3], [-1.6, -3.4, -4.2], [1.2, 3.6, 7.8], [2.0, 0.4, -1.5], [-0.4, -2.5, 1.2], [-2.1, 0.9, -1.6], [-0.6, -1.1, 2.2], [-1.5, 1.4, -0.7], [-0.5, -1.0, 1.9], [-1.5, 1.9, -0.5], [2.7, 0.5, -0.6], [-0.2, -0.5, -2.0], [2.3, -0.9, 0.2], [1.4, 0.6, -1.9], [-1.7, 1.5, -0.6], [1.2, -0.9, 0.2], [-0.4, 0.8, 0.8], [-0.4, 0.0, 0.2], [0.1, -0.2, 0.2], [-0.1, 0.2, -0.5], [0.2, 0.3, 0.3], [0.2, -0.3, -0.4], [-0.2, -0.2, 0.0], [0.4, -0.2, 0.1], [0.0, 0.4, -0.5], [-0.2, -0.1, 0.1], [0.0, -0.1, 0.1], [0.2, 0.2, 0.1], [-0.1, 0.0, -0.1], [0.2, 0.0, 0.0], [0.1, 0.3, -0.1], [-0.1, 0.3, 0.1], [-0.1, 0.2, -0.2], [-0.1, 0.1, -0.2], [0.2, 0.0, 0.2], [0.1, -0.3, 0.0], [-0.1, -0.3, 0.0], [-0.3, 0.1, -0.1], [0.0, 0.1, 0.1], [-0.1, -0.2, 0.1], [-0.1, 0.1, 0.2], [0.0, -0.2, 0.0], [-0.1, 0.2, 0.3], [0.1, -0.3, 0.1]], "gap_ev": 8.0, "mol_weight_g_mol": 343.43, "homo_ev": -10.93, "e_tot_ha": -1343.0830, "lumo_energy_ha": -0.106, "charge": 1}